{
  "formula": "C34H41F3N10O2Pm",
  "method": "ωB97M-V/def2-TZVPD",
  "e_homo_ha": [-0.364, -0.364],
  "lumo_ev": [-2.32, -2.31],
  "largest_force_ev_per_a": 0.53,
  "spin_multiplicity": 5,
  "gap_ev": [7.58, 7.58],
  "charge": 1,
  "elements": ["Pm", "C", "N", "C", "C", "N", "C", "C", "C", "C", "C", "C", "N", "C", "N", "C", "C", "N", "C", "C", "N", "C", "C", "H", "H", "H", "H", "H", "H", "H", "H", "H", "H", "H", "H", "H", "H", "H", "H", "H", "H", "H", "H", "H", "H", "H", "H", "H", "H", "H", "H", "N", "C", "C", "N", "C", "C", "N", "C", "C", "N", "H", "H", "H", "H", "H", "H", "C", "C", "C", "C", "C", "C", "C", "C", "C", "C", "H", "H", "H", "H", "H", "H", "H", "F", "C", "F", "F", "C", "O", "O"],
  "coordinates": [[0.1933, 0.6661, 0.3668], [-4.3103, 0.7201, 2.5587], [-3.5225, -0.1933, 1.7479], [-2.9348, -1.3153, 2.4640], [-3.1627, 0.0568, 0.4782], [-2.0650, -0.5077, -0.0199], [-2.2285, -0.9999, -1.3489], [-3.4135, -1.6558, -1.6980], [-3.6393, -2.1354, -2.9759], [-2.6580, -1.9634, -3.9432], [-1.4638, -1.3548, -3.5998], [-1.2108, -0.8940, -2.3028], [0.0132, -0.2719, -1.9609], [1.1312, -0.6983, -2.5612], [2.1271, 0.1791, -2.7854], [1.8483, 1.5915, -3.0497], [3.5303, -0.2124, -2.7990], [1.3372, -1.9944, -2.9047], [2.0373, -2.3785, -4.1232], [0.6714, -3.0960, -2.2320], [-3.9634, 0.8937, -0.2440], [-5.4133, 0.7490, -0.2541], [-3.4308, 1.6057, -1.3954], [-3.7670, 0.9384, 3.4825], [-5.2721, 0.2802, 2.8290], [-4.4786, 1.6518, 2.0301], [-3.6569, -1.6746, 3.1966], [-2.0195, -1.0272, 2.9830], [-2.6993, -2.1165, 1.7694], [-4.1699, -1.8030, -0.9326], [-4.5703, -2.6352, -3.2138], [-2.8172, -2.3081, -4.9572], [-0.7044, -1.2065, -4.3600], [1.7057, 1.7660, -4.1188], [2.6962, 2.1850, -2.7146], [0.9662, 1.9322, -2.5235], [3.6556, -1.1663, -2.2919], [4.0957, 0.5321, -2.2431], [3.9409, -0.2773, -3.8094], [2.2290, -1.5097, -4.7448], [1.3984, -3.0630, -4.6865], [2.9809, -2.8859, -3.9125], [0.2397, -2.7655, -1.2934], [1.4094, -3.8710, -2.0192], [-0.1237, -3.5169, -2.8521], [-5.7417, 0.0889, 0.5424], [-5.7275, 0.3156, -1.2079], [-5.9013, 1.7180, -0.1371], [-2.3696, 1.8074, -1.2686], [-3.9558, 2.5584, -1.4794], [-3.5695, 1.0503, -2.3268], [0.3276, 0.9878, 4.9869], [1.1095, -0.1432, 5.0713], [1.0901, -0.6974, 3.8296], [0.3151, 0.0703, 2.9947], [-0.1238, 1.0805, 3.7192], [-0.9945, 2.1008, 3.1565], [-1.4286, 2.0134, 1.9189], [-2.1901, 3.1392, 1.7003], [-2.2296, 3.8933, 2.8291], [-1.4651, 3.2166, 3.7526], [0.1702, 1.6393, 5.7361], [1.6011, -0.4423, 5.9811], [1.5923, -1.5865, 3.4803], [-2.6474, 3.3405, 0.7459], [-2.7057, 4.8349, 3.0469], [-1.2131, 3.5691, 4.6594], [3.9716, -3.8882, 0.8734], [2.5895, -3.5928, 0.8972], [2.1703, -2.3011, 0.7498], [3.0803, -1.2220, 0.5664], [2.5972, 0.1165, 0.4013], [3.5672, 1.0897, 0.2806], [4.9561, 0.8133, 0.3146], [5.3993, -0.4702, 0.4482], [4.4656, -1.5309, 0.5758], [4.8820, -2.8796, 0.7227], [4.3033, -4.9127, 0.9877], [1.8705, -4.3934, 1.0320], [1.1057, -2.0845, 0.7794], [3.2916, 2.1312, 0.1388], [5.6669, 1.6288, 0.2318], [6.4593, -0.6966, 0.4721], [5.9457, -3.0970, 0.7232], [1.5207, 2.6346, 1.9047], [1.5079, 3.8689, 1.2868], [0.6242, 4.6152, 1.9675], [2.7039, 4.3941, 1.4387], [1.0785, 3.7229, -0.2033], [1.6121, 4.4396, -1.0067], [0.1762, 2.8094, -0.3492]],
  "forces_ev_per_a": [[-0.370, -0.014, -0.019], [0.054, -0.035, 0.036], [-0.012, -0.060, 0.169], [-0.043, -0.028, -0.002], [-0.051, -0.148, -0.107], [0.326, 0.131, -0.330], [-0.131, -0.125, 0.033], [-0.021, -0.032, 0.046], [-0.005, 0.009, -0.014], [0.008, 0.002, 0.023], [-0.025, 0.125, -0.061], [0.161, 0.017, -0.161], [-0.188, -0.163, 0.464], [0.008, 0.101, 0.128], [-0.085, 0.039, -0.213], [0.085, -0.031, 0.016], [-0.003, -0.060, -0.066], [0.073, -0.076, 0.014], [-0.007, 0.018, 0.063], [0.007, -0.024, -0.023], [-0.008, 0.078, -0.027], [0.033, 0.034, 0.013], [-0.092, -0.035, -0.043], [0.013, 0.001, -0.017], [-0.004, -0.011, 0.002], [-0.001, 0.002, -0.028], [-0.021, -0.006, 0.002], [0.027, 0.030, 0.032], [0.010, 0.015, -0.019], [0.037, 0.007, -0.025], [0.046, 0.017, 0.017], [0.007, 0.024, 0.031], [-0.025, -0.019, 0.028], [0.060, -0.023, -0.023], [-0.007, 0.009, 0.047], [-0.078, -0.011, 0.020], [-0.031, -0.018, -0.020], [-0.010, 0.001, -0.007], [-0.042, -0.003, -0.022], [0.025, 0.061, 0.013], [-0.008, 0.006, 0.007], [0.001, 0.015, 0.019], [0.007, 0.018, 0.015], [0.013, 0.005, 0.007], [-0.005, -0.002, -0.010], [0.007, -0.016, 0.008], [0.009, 0.003, -0.025], [-0.001, 0.006, 0.021], [0.063, 0.010, 0.021], [-0.001, 0.017, 0.009], [-0.006, -0.013, 0.003], [0.089, 0.020, 0.089], [-0.008, -0.001, -0.025], [0.064, -0.042, -0.059], [0.009, 0.137, -0.355], [-0.050, -0.120, 0.094], [-0.125, -0.080, 0.094], [0.003, 0.199, -0.001], [0.000, -0.054, -0.022], [-0.005, -0.006, -0.034], [0.023, 0.083, 0.112], [-0.023, -0.015, 0.032], [-0.045, 0.051, -0.032], [-0.028, 0.081, -0.004], [0.036, -0.023, 0.026], [0.060, -0.076, 0.022], [-0.033, 0.000, 0.051], [0.023, 0.034, 0.010], [0.003, -0.051, 0.001], [0.164, 0.066, -0.033], [-0.034, -0.097, 0.086], [0.050, -0.089, 0.106], [0.003, -0.045, -0.012], [0.042, 0.014, -0.016], [-0.033, -0.050, 0.021], [0.012, -0.004, -0.017], [0.009, -0.010, 0.014], [-0.002, 0.031, -0.005], [0.027, 0.035, -0.001], [-0.133, -0.022, -0.002], [0.018, 0.041, 0.008], [-0.025, -0.038, -0.011], [-0.017, 0.012, -0.005], [-0.058, 0.001, -0.009], [0.012, 0.259, -0.050], [-0.067, -0.116, -0.068], [-0.035, 0.023, 0.112], [0.135, 0.034, 0.089], [0.038, -0.143, 0.205], [-0.186, -0.057, -0.173], [0.288, 0.169, -0.286]],
  "lowdin_spin": [4.04, 0.00, 0.00, 0.00, 0.00, 0.00, 0.00, 0.00, 0.00, 0.00, 0.00, 0.00, -0.01, 0.00, 0.00, 0.00, 0.00, 0.00, 0.00, 0.00, 0.00, 0.00, 0.00, 0.00, 0.00, 0.00, 0.00, 0.00, 0.00, 0.00, 0.00, 0.00, 0.00, 0.00, 0.00, 0.00, 0.00, 0.00, 0.00, 0.00, 0.00, 0.00, 0.00, 0.00, 0.00, 0.00, 0.00, 0.00, 0.00, 0.00, 0.00, 0.00, 0.00, 0.00, 0.00, 0.00, 0.00, 0.00, 0.00, 0.00, 0.00, 0.00, 0.00, 0.00, 0.00, 0.00, 0.00, 0.00, 0.00, 0.00, 0.00, -0.01, 0.00, 0.00, 0.00, 0.00, 0.00, 0.00, 0.00, 0.00, 0.00, 0.00, 0.00, 0.00, 0.00, 0.00, 0.00, 0.00, 0.00, 0.00, -0.01]
}